A 2-piece molecular cluster, C2H8S3 overall, computed with wB97M-V/def2-TZVPD.

XYZ file:
```
13
Properties=species:S:1:pos:R:3:mulliken_charge:R:1
S -0.1172 -0.8476 -1.0335 -0.10
C -1.8101 -0.6318 -0.4597 -0.78
C 0.6594 -1.1423 0.5639 -0.75
H -2.4465 -0.4355 -1.3390 0.29
H -1.8954 0.2216 0.2338 0.30
H -2.1822 -1.5370 0.0488 0.27
H 0.5316 -0.2801 1.2398 0.23
H 0.2447 -2.0387 1.0549 0.30
H 1.7379 -1.3005 0.3955 0.31
S 0.2707 2.3326 0.0841 -0.18
S 2.2502 1.9106 0.4609 -0.21
H -0.0261 1.2268 -0.6313 0.13
H 2.7832 2.5219 -0.6182 0.17
```

As for the structure (SMILES): CSC.SS. The calculation puts the energy above the lowest of the compared OMol25 structures with the same formula, charge and spin at 3.84 kcal per mole. As for the total energy: -1275.5407 Ha. The orbital gap comes out at 9.1 eV. Its largest force on an atom is 0.80 eV/A.